i) 14
Properties=species:S:1:pos:R:3 method="wB97M-V/def2-TZVPD" smiles=C[C@H]1CN1C mol_weight_g_mol=71.1 homo_lumo_gap_ev=10.04 homo_ev=-8.86
C 1.1317 0.2590 1.1474
C 0.4475 -0.7995 0.3049
C -1.0395 -0.9169 0.2971
N -0.3195 -0.5488 -0.9027
C -0.4888 0.7836 -1.4362
H 1.5324 -0.2385 2.0435
H 1.9716 0.7099 0.6018
H 0.4545 1.0581 1.4774
H 1.0625 -1.6956 0.2098
H -1.5838 -0.1303 0.8349
H -1.5438 -1.8790 0.2496
H -1.3724 0.7663 -2.0784
H -0.6231 1.5806 -0.6913
H 0.3708 1.0511 -2.0578

ii) 14
Properties=species:S:1:pos:R:3 method="wB97M-V/def2-TZVPD" smiles="C=CCNC" mol_weight_g_mol=71.1 homo_lumo_gap_ev=10.08 homo_ev=-8.90
C -1.5515 0.7550 0.1442
C 0.1142 -1.0309 -0.2137
C 1.2528 -0.1088 -0.1721
C 1.6698 0.4594 0.9719
H -1.7853 0.3358 1.1000
H -0.9954 1.6863 0.1942
H -2.5926 1.1261 -0.2129
H -1.7638 -0.7527 -1.2815
H -0.2219 -1.4479 0.7365
H 0.4406 -1.8494 -0.9370
H 1.6629 0.0905 -1.1845
H 2.4125 1.2432 1.0001
H 1.0545 0.2376 1.8731
N -1.0176 -0.1597 -0.8100

iii) 14
Properties=species:S:1:pos:R:3 method="wB97M-V/def2-TZVPD" smiles="C=C(C)CN" mol_weight_g_mol=71.1 homo_lumo_gap_ev=9.94 homo_ev=-8.92
C -0.0522 1.8786 -0.4543
C 0.2480 0.4406 -0.1917
C 1.3482 -0.1885 -0.6729
C -0.8123 -0.3706 0.5773
H 0.3361 2.5731 0.4866
H 0.5617 2.3061 -1.3991
H -1.3154 2.0970 -0.5651
H 1.5631 -1.1965 -0.3526
H 2.0140 0.3330 -1.4338
H -0.8865 -0.0016 1.5994
H -1.7538 -0.1551 -0.0640
H -0.7687 -2.1649 1.6017
H -0.8754 -2.2432 -0.1490
N -0.4665 -1.7298 0.6751

iv) 14
Properties=species:S:1:pos:R:3 method="wB97M-V/def2-TZVPD" smiles="C=CCNC" mol_weight_g_mol=71.1 homo_lumo_gap_ev=9.96 homo_ev=-8.87
C -0.6912 -2.1611 0.0654
N -0.6877 -0.8053 -0.2669
C 0.3034 0.0153 0.6811
C 0.6849 1.9453 -0.9108
C 0.4273 1.4859 0.3539
H -0.4637 -2.8914 -0.7169
H 0.1609 -2.3784 0.7319
H -1.6025 -2.5253 0.5954
H -1.4342 -0.1549 -0.1453
H 1.3299 -0.3024 0.4587
H 0.2896 -0.0907 1.6608
H 1.0650 2.8764 -1.3713
H 0.7468 1.1276 -1.6149
H 0.3755 2.2639 1.1325

Which of them is the most stable, and which is the least stable? i) and iv), in that order.

i) 14
Properties=species:S:1:pos:R:3 method="wB97M-V/def2-TZVPD" smiles=CC1(C)CN1 mol_weight_g_mol=71.1 homo_lumo_gap_ev=10.41 homo_ev=-9.31
C 0.7110 -1.2945 0.6394
C 0.0361 -0.1222 -0.0565
C -0.7228 -0.4558 -1.3286
C 0.5921 1.2439 0.1087
H 1.1797 -0.8981 1.5619
H -0.0334 -2.0802 0.8333
H 1.5033 -1.6994 0.0193
H -1.5304 -1.1596 -1.0856
H -1.1328 0.4473 -1.8146
H -0.0664 -0.9972 -2.0529
H 1.5130 1.3566 0.7079
H 0.5221 1.9741 -0.6873
H -1.4319 1.1917 0.4117
N -0.6031 0.8052 0.8468

ii) 14
Properties=species:S:1:pos:R:3 method="wB97M-V/def2-TZVPD" smiles="C=CC.C=N" mol_weight_g_mol=71.1 homo_lumo_gap_ev=10.74 homo_ev=-9.77
C -2.6103 -0.3372 1.9033
N -2.2953 0.6828 2.5738
H -2.9354 -1.2229 2.4472
H -2.5160 -0.4806 0.8237
H -1.9763 1.4199 1.9387
C 1.7623 -0.7410 -0.3005
C 1.5770 0.5215 -1.1094
C 0.7002 0.6368 -2.0952
H 0.7973 -1.2402 -0.1814
H 2.1434 -0.4873 0.6858
H 2.3783 -1.4937 -0.7850
H 2.1705 1.3771 -0.8008
H 0.6204 1.5903 -2.6052
H 0.1838 -0.2255 -2.4948

iii) 14
Properties=species:S:1:pos:R:3 method="wB97M-V/def2-TZVPD" smiles="[H]/N=C(/C)CC" mol_weight_g_mol=71.1 homo_lumo_gap_ev=10.61 homo_ev=-9.60
C 0.7352 -0.1003 -0.3129
C 1.4714 -0.7188 0.8023
C -1.4870 0.7895 0.1920
C -0.8199 -0.3749 -0.4271
N 1.4774 0.4656 -1.1944
H 1.1564 -1.7544 0.8479
H 2.6281 -0.6844 0.5424
H 1.2400 -0.3479 1.8291
H -1.0203 0.9859 1.2023
H -2.5387 0.7695 0.2673
H -1.4014 1.7255 -0.4038
H -1.2023 -0.4937 -1.4370
H -1.2039 -1.2287 0.0048
H 0.9650 0.9672 -1.9128

Which of them is the most stable, and which is the least stable? i) and ii), in that order.

i) 14
Properties=species:S:1:pos:R:3 method="wB97M-V/def2-TZVPD" smiles=C[C@H]1C[C@H]1N mol_weight_g_mol=71.1 homo_lumo_gap_ev=10.30 homo_ev=-9.16
C -0.7259 -0.6983 -1.2446
C 0.4475 -0.6355 -0.3638
C 1.1442 0.7102 -0.2077
C 0.3836 0.1488 0.9107
H -1.2575 -1.6302 -1.1978
H -0.4989 -0.6471 -2.3213
H -1.3567 0.1814 -0.9419
H 1.2100 -1.4426 -0.4910
H 2.2302 0.8024 -0.1153
H 0.6638 1.5656 -0.6450
H 0.8988 -0.3294 1.7847
H -1.5273 -0.0761 1.4992
H -0.7163 1.3351 2.0920
N -0.8954 0.7157 1.2416

ii) 14
Properties=species:S:1:pos:R:3 method="wB97M-V/def2-TZVPD" smiles="C=CCCN" mol_weight_g_mol=71.1 homo_lumo_gap_ev=10.43 homo_ev=-9.17
C -0.3987 -1.0999 0.5618
C -0.1647 -0.2166 -0.6684
C 1.1413 0.5257 -0.6153
C 1.3373 1.8365 -0.5709
N -1.7837 -1.0901 1.0390
H 0.3185 -0.8125 1.3247
H -0.1348 -2.1115 0.2999
H -0.9867 0.4984 -0.7651
H -0.1095 -0.8083 -1.5813
H 2.0117 -0.1285 -0.6559
H 0.5040 2.5278 -0.5558
H 2.3364 2.2258 -0.5611
H -1.7856 -1.0654 2.0487
H -2.2856 -0.2814 0.6997

iii) 14
Properties=species:S:1:pos:R:3 method="wB97M-V/def2-TZVPD" smiles="C=CNCC" mol_weight_g_mol=71.1 homo_lumo_gap_ev=9.06 homo_ev=-7.84
C 0.7875 2.3957 -0.3010
C 0.7475 1.1694 0.3133
N 0.2920 -0.0401 -0.3205
C -0.0848 -1.3007 0.3067
C -1.4903 -1.8271 0.0311
H 1.1086 3.2651 0.1856
H 0.4259 2.5183 -1.3544
H 1.1543 1.0519 1.4203
H 0.2634 -0.0588 -1.2394
H 0.7375 -1.9539 0.0603
H 0.0599 -1.3662 1.3738
H -2.0033 -0.9450 -0.4173
H -1.5597 -2.6616 -0.7835
H -1.9895 -2.1933 0.8985

Which of them is the most stable, and which is the least stable? ii) and iii), in that order.

i) 14
Properties=species:S:1:pos:R:3 method="wB97M-V/def2-TZVPD" smiles="C=CCNC" mol_weight_g_mol=71.1 homo_lumo_gap_ev=9.96 homo_ev=-8.77
C -0.0406 1.8605 0.2861
C -0.7331 -0.5195 0.3249
C 0.4587 -0.8432 -0.5447
C 1.4379 -1.7047 -0.3398
H 0.0250 2.1813 1.3868
H 0.8702 1.5134 -0.1103
H -0.2518 2.7967 -0.1916
H -1.8813 1.0372 0.6607
H -0.4567 -0.5781 1.3716
H -1.5371 -1.1614 0.1619
H 0.4932 -0.1429 -1.4123
H 2.2059 -1.8238 -1.0524
H 1.4373 -2.4347 0.5195
N -1.0917 0.8363 0.0439

ii) 14
Properties=species:S:1:pos:R:3 method="wB97M-V/def2-TZVPD" mol_weight_g_mol=71.1 homo_lumo_gap_ev=7.66 homo_ev=-7.48
N -0.0940 0.5470 -1.7527
C 0.9985 -1.4805 -0.9784
C 0.0658 -1.7578 0.0340
C -1.2634 -0.9945 0.0060
C -1.1374 0.2498 -1.0565
H 2.1347 4.1935 3.4267
H 1.7800 -0.7876 -0.5531
H 1.0305 -2.0820 -1.8717
H 1.4143 4.9763 3.0238
H 0.6299 -1.8144 0.9712
H -1.4861 -0.6557 1.0226
H -2.1064 -1.6868 -0.3039
H 0.1979 0.6832 -0.6573
H -2.1643 0.6094 -1.3108

Which of them is the most stable, and which is the least stable? i) and ii), in that order.

i) 14
Properties=species:S:1:pos:R:3 method="wB97M-V/def2-TZVPD" smiles="C=CCNC" mol_weight_g_mol=71.1 homo_lumo_gap_ev=10.23 homo_ev=-9.00
C 1.5841 -0.8417 0.0010
C -0.0112 1.0043 0.1840
C -1.1356 0.2131 -0.5343
C -2.1780 -0.3341 0.0831
H 1.5211 -0.9622 1.1315
H 0.8110 -1.5276 -0.4196
H 2.4883 -1.0331 -0.4218
H 2.0709 1.1396 0.0457
H -0.0960 0.7818 1.2816
H -0.1752 2.0491 0.0336
H -0.9600 0.1292 -1.6190
H -2.8999 -0.8000 -0.5605
H -2.3188 -0.4002 1.1544
N 1.2993 0.5818 -0.3596

ii) 14
Properties=species:S:1:pos:R:3 method="wB97M-V/def2-TZVPD" smiles="C/C=C/CN" mol_weight_g_mol=71.1 homo_lumo_gap_ev=9.99 homo_ev=-8.79
N -0.1548 2.6025 -0.2845
C -0.1904 1.2665 -0.9319
C -0.0764 -2.1520 0.8617
C 0.0353 -1.1252 -0.2233
C 0.2833 0.1717 0.0212
H 0.7847 2.9682 -0.1423
H -0.3448 2.3087 0.6750
H 0.3180 1.2569 -1.9137
H -1.2131 1.1314 -1.2828
H -1.0702 -2.6277 0.8291
H 0.5076 -3.0857 0.8443
H 0.0944 -1.6564 1.8139
H 0.2786 -1.4545 -1.2467
H 0.7477 0.3955 0.9801

Which of them is the most stable, and which is the least stable? i) and ii), in that order.

i) 14
Properties=species:S:1:pos:R:3 method="wB97M-V/def2-TZVPD" smiles=CNC1CC1 mol_weight_g_mol=71.1 homo_lumo_gap_ev=10.42 homo_ev=-9.24
C -1.5560 0.6673 0.9711
C 0.6599 0.1825 0.1799
C 1.5905 -0.1152 -0.9044
C 0.5107 -1.1524 -0.4671
H -1.2762 1.0917 2.0074
H -2.5572 1.0780 0.6030
H -1.6518 -0.5185 1.1513
H -1.0365 0.7105 -1.0178
H 1.1135 0.3098 1.2119
H 2.6784 -0.3275 -0.5892
H 1.3727 0.3126 -1.8574
H -0.3521 -1.1334 -1.0268
H 0.9403 -2.2064 -0.2446
N -0.4363 1.1010 -0.0173

ii) 14
Properties=species:S:1:pos:R:3 method="wB97M-V/def2-TZVPD" mol_weight_g_mol=71.1 homo_lumo_gap_ev=8.23 homo_ev=-7.58
C 1.1603 -1.4519 0.9099
C 0.2182 0.3814 0.5449
C 1.0098 0.7808 -0.6781
N -0.4032 0.3278 -0.5940
C -1.7119 0.7584 -0.9875
H 2.0296 -1.4168 1.5741
H 0.2927 -1.6212 1.5680
H 1.1917 -2.3765 0.3127
H -0.1370 0.7255 1.5082
H 1.4905 -0.5855 -0.0543
H 1.0045 1.8779 -0.8308
H -1.9199 1.7614 -0.5914
H -1.7709 0.7862 -2.0772
H -2.4545 0.0524 -0.6043

iii) 14
Properties=species:S:1:pos:R:3 method="wB97M-V/def2-TZVPD" smiles=C[C@H]1CN1C mol_weight_g_mol=71.1 homo_lumo_gap_ev=9.72 homo_ev=-8.56
C -1.6300 0.4198 -0.5871
C -0.5834 0.4562 0.5143
C -0.0230 -0.8079 1.0570
N 0.8484 0.2082 0.5314
C 1.8375 0.0078 -0.5134
H -2.5973 0.4142 -0.0614
H -1.6132 1.3180 -1.2133
H -1.6053 -0.4684 -1.2308
H -0.8257 1.2201 1.2520
H -0.2447 -1.7043 0.4643
H 0.0143 -0.9801 2.1288
H 2.8292 0.1068 -0.0505
H 1.8105 -0.9758 -1.0090
H 1.7828 0.7852 -1.2823

iv) 14
Properties=species:S:1:pos:R:3 method="wB97M-V/def2-TZVPD" mol_weight_g_mol=71.1 homo_lumo_gap_ev=9.78 homo_ev=-8.81
C 1.1364 0.0277 -0.5987
C -1.8701 0.6760 -0.0614
N 2.2784 0.2456 0.2884
C 0.1199 -0.9653 -0.2306
C -0.9450 -0.4183 0.4273
H 1.9590 0.4554 1.2288
H 2.8400 -0.6004 0.3314
H 1.5314 -0.1120 -1.6107
H 0.3877 0.9178 -0.1719
H 0.3518 -2.0268 -0.2217
H -1.4636 -1.0736 1.1291
H -1.6207 1.0098 -1.0674
H -1.8028 1.5394 0.6027
H -2.9024 0.3249 -0.0454

Which of them is the most stable, and which is the least stable? iii) and ii), in that order.